Entry from OMol25: a structure of composition C34H60BiCl2P2 (ωB97M-V/def2-TZVPD).

Structure (XYZ):
```
99
Properties=species:S:1:pos:R:3
P -0.45456 2.39740 0.26205
C -1.67676 3.05346 -1.01028
C -2.22462 4.48509 -0.87454
C -3.34333 4.73393 -1.89914
C -2.85502 4.48120 -3.33122
C -2.27435 3.06851 -3.47536
C -1.16560 2.81637 -2.44340
C 1.15311 3.34239 0.05129
C 1.11049 4.86414 -0.15390
C 2.52445 5.46413 -0.09578
C 3.44666 4.80708 -1.13115
C 3.47731 3.28273 -0.95816
C 2.06341 2.68475 -1.00510
C -1.12875 3.16513 1.83309
C -2.53745 2.60423 2.10811
C -3.12717 3.15942 3.41215
C -2.20276 2.87913 4.60270
C -0.79627 3.43027 4.34094
C -0.20955 2.87626 3.03390
H -2.52907 2.36916 -0.86752
H -1.41963 5.20961 -1.03890
H -2.60728 4.66088 0.13650
H -3.72088 5.75937 -1.80030
H -4.18564 4.06177 -1.67977
H -3.67360 4.63171 -4.04568
H -2.07659 5.21724 -3.58006
H -3.07506 2.32995 -3.32721
H -1.88525 2.91792 -4.48996
H -0.77475 1.79632 -2.54128
H -0.33010 3.49997 -2.64548
H 1.63776 3.15745 1.02349
H 2.93855 5.30790 0.91087
H 0.46707 5.33956 0.59551
H 0.67452 5.08307 -1.13716
H 2.48093 6.54853 -0.25743
H 4.46006 5.21986 -1.05446
H 3.08114 5.04760 -2.14007
H 4.10579 2.82455 -1.73196
H 3.93607 3.03835 0.01107
H 2.09780 1.60170 -0.84076
H 1.64102 2.84007 -2.00601
H -1.20404 4.25581 1.71257
H -3.20995 2.82992 1.27286
H -2.47147 1.50861 2.17191
H -3.26772 4.24530 3.31012
H -4.11934 2.72546 3.58723
H -2.14074 1.79315 4.76265
H -2.61836 3.31326 5.52032
H -0.12954 3.19053 5.17833
H -0.84423 4.52699 4.27591
H 0.78336 3.30948 2.87030
H -0.07158 1.78935 3.12333
Bi 0.44867 -2.00871 -0.48609
Cl 1.89998 -1.01108 0.98697
Cl -1.57032 -1.62744 -1.50592
C 1.48749 -2.96403 -1.65783
H 1.78995 -4.00127 -1.48588
C 2.09365 -2.33822 -2.82170
C 3.22517 -2.93689 -3.41533
C 3.85968 -2.34147 -4.50009
C 3.37182 -1.14167 -5.02350
C 2.24081 -0.54432 -4.45865
C 1.60524 -1.13409 -3.37322
H 3.60422 -3.86921 -3.00341
H 4.73359 -2.81233 -4.94190
H 1.84938 0.37936 -4.87535
H 0.70158 -0.68890 -2.96286
H 3.86419 -0.67883 -5.87397
C -2.40202 -3.74082 2.46125
C -1.10906 -4.56349 2.50409
C -1.45726 -6.04404 2.76420
P -0.05710 -4.17367 1.00465
C 1.63592 -4.36551 1.84544
C 1.78698 -5.64384 2.69035
C 2.82957 -4.36035 0.87794
C -0.69067 -5.23366 -0.40179
C -0.26564 -6.70369 -0.29060
C -2.18979 -5.10705 -0.68457
H -3.06785 -4.02918 1.63069
H -2.15941 -2.66199 2.35593
H -2.96593 -3.87313 3.40902
H -0.56608 -4.15777 3.38405
H -2.15195 -6.43763 2.00303
H -0.58472 -6.71573 2.80612
H -1.98041 -6.13236 3.73864
H 1.76614 -3.50807 2.54034
H 1.63696 -6.55196 2.07027
H 2.80572 -5.69742 3.13168
H 1.11551 -5.64202 3.56517
H 2.94172 -3.40383 0.35139
H 3.78300 -4.47297 1.43869
H 2.76054 -5.20333 0.15847
H -0.18369 -4.88625 -1.31652
H -0.72294 -7.23866 0.55379
H -0.55438 -7.24825 -1.21642
H 0.83811 -6.77078 -0.20028
H -2.48513 -4.04993 -0.80111
H -2.43864 -5.63907 -1.62799
H -2.80104 -5.57045 0.10759
```

Properties
E_LUMO = 2.5765 eV
highest occupied orbital energy = -2.31 eV
net charge = -1
max |F| = 10.06 eV Å⁻¹

=====

Entry from OMol25: a structure of composition C34H60N2O2SiV (ωB97M-V/def2-TZVPD).

Structure (XYZ):
```
100
Properties=species:S:1:pos:R:3
O 1.03732 -2.63896 0.17029
O -2.04768 -2.22178 -4.89139
C 2.15369 -2.52527 -0.76005
C 3.28111 -3.48931 -0.45874
H 2.51113 -1.48039 -0.68109
H 1.79587 -2.68637 -1.79662
H 3.79076 -3.25122 0.48164
H 4.02491 -3.39191 -1.25418
H 2.93826 -4.53091 -0.43346
C -0.19298 -3.11082 -0.43831
C -0.07735 -4.09068 -1.59612
H -0.78160 -2.22426 -0.75948
H -0.74999 -3.57491 0.39087
H -0.15986 -3.58454 -2.57509
H -0.92787 -4.78185 -1.52987
H 0.84222 -4.68797 -1.57299
C -2.95131 -1.74377 -3.90730
C -1.23509 -1.21857 -5.48180
C -3.72286 -2.92093 -3.33432
H -3.63108 -0.99948 -4.36835
H -2.42524 -1.23352 -3.07033
H -4.10095 -3.56229 -4.13477
H -4.55769 -2.55336 -2.73369
H -3.08358 -3.53350 -2.68568
C -0.65706 -1.74365 -6.78433
H -0.38549 -0.96774 -4.81187
H -1.81043 -0.29126 -5.65573
H -0.04977 -2.63800 -6.61490
H -0.02681 -0.97278 -7.23162
H -1.46469 -2.00805 -7.47208
H -0.59124 1.96672 -0.91120
N 1.59916 0.79227 2.22858
C 1.56266 2.11458 2.45554
C 0.40917 2.85521 2.21968
C -0.87765 2.35583 2.04364
C 2.77611 2.81576 2.99315
H 3.61807 2.78115 2.28812
H 3.10077 2.39072 3.95550
H 2.51565 3.86822 3.16162
C -2.01678 3.34318 2.04481
H -2.64163 3.28025 2.95184
H -2.67219 3.23497 1.16944
H -1.61879 4.36523 2.01818
N -1.13050 1.02643 1.99094
C 2.82039 0.06005 2.38097
C 3.80404 0.10215 1.37714
C 3.65284 0.92895 0.12308
C 4.92937 -0.69158 1.56911
H 5.69258 -0.69496 0.79563
C 5.07981 -1.45797 2.72719
H 5.96644 -2.07004 2.84438
C 4.11133 -1.43342 3.72884
H 4.22074 -2.02093 4.63507
C 2.96818 -0.65051 3.57859
C 1.91151 -0.58373 4.64289
C -2.47434 0.59197 2.28262
C -3.41398 0.42775 1.24603
C -3.08222 0.70120 -0.19558
C -4.70249 0.03067 1.60489
H -5.42541 -0.13937 0.80948
C -5.05472 -0.13986 2.92997
H -6.06996 -0.46481 3.17669
C -4.14214 0.11208 3.94760
H -4.42472 -0.00437 4.98866
C -2.84049 0.51904 3.63721
C -1.86459 0.86166 4.72811
V 0.15198 -0.41963 1.86336
H 3.17456 0.36039 -0.69243
H 4.64899 1.22207 -0.24473
H 3.07040 1.84981 0.27782
H 1.55017 0.44319 4.83404
H 2.34663 -0.95811 5.58060
H 1.03193 -1.21578 4.42108
H -3.95708 0.50226 -0.83243
H -2.25449 0.07122 -0.56157
H -2.81065 1.75688 -0.36793
H -0.95423 0.23700 4.69643
H -2.33401 0.71152 5.70864
H -1.54398 1.91618 4.68842
H 0.51065 3.93742 2.27804
C 0.03357 1.49378 -1.65354
Si 0.39121 2.91235 -2.79832
H 0.91213 1.03632 -1.13763
H -0.51608 0.66871 -2.11688
C 1.64604 2.43212 -4.08987
C 1.03385 4.23324 -1.62357
C -1.28172 3.22990 -3.61176
H -1.69074 2.25919 -3.94214
H -1.19194 3.88859 -4.49863
H -1.99353 3.68110 -2.90244
H 2.54312 2.02443 -3.59932
H 1.92427 3.30262 -4.69584
H 1.21906 1.66152 -4.74129
H 1.92519 3.86053 -1.09424
H 0.29440 4.51391 -0.85971
H 1.31777 5.13420 -2.18553
C -0.47964 -2.10402 2.87060
H 0.39726 -2.78061 2.81750
H -1.26846 -2.39256 2.14592
H -0.87741 -1.98623 3.89028
```

Properties
multiplicity = 4
E_LUMO (spin up / spin down) = 0.5868 / 0.5748 eV
highest occupied orbital energy (spin up / spin down) = -6.47 / -7.76 eV
max |F| = 1.93 eV Å⁻¹

=====

So what do the calculations give for electronic energy? Going down the list: -85692.508 -76871.580 eV.